Below is an isolated ion of composition C3H8N and charge +1 in a non-equilibrium geometry, with properties calculated with ωB97M-V/def2-TZVPD.

Atoms and positions in Å:
N  -1.497  0.845  0.691
C  0.308  -0.600  0.011
C  -0.221  0.650  -0.106
C  1.573  -0.931  -0.717
H  -2.187  0.199  0.333
H  2.484  -0.666  -0.019
H  -1.426  0.545  1.670
H  1.488  -0.532  -1.740
H  -0.035  -1.489  0.556
H  -1.927  1.795  0.641
H  0.378  1.526  -0.493
H  1.744  -2.011  -0.912

Summary:
ΔE to the lowest compared entry with this formula, charge and spin (kJ/mol): 79.84
Frontier orbital gap (eV): 10.9958
HOMO energy (Ha): -0.546
LUMO level (eV): -3.9
Charge: +1
SMILES string: C/C=C/[NH3+]

Results of the natural (NBO) charge analysis, in e, for atoms 1 through 5: -0.693, -0.113, -0.137, -0.686, 0.445

Below is a 2-piece molecular cluster, C11H22Si overall in a non-equilibrium geometry, with properties calculated with ωB97M-V/def2-TZVPD.

Atoms and positions in Å:
Si  0.526  -0.531  -0.178
C  -1.051  0.157  -2.576
C  -1.369  1.548  -0.491
C  -0.295  2.800  2.459
C  -1.503  -1.911  1.362
C  3.148  -0.102  -1.260
C  -0.405  0.695  -1.357
C  0.147  1.738  2.059
C  2.194  -1.193  -0.843
C  0.415  -3.369  0.439
C  -0.926  4.145  2.944
C  -0.493  -2.136  0.237
H  2.062  -1.868  -1.797
H  -0.994  1.769  0.543
H  -0.302  0.085  -3.492
H  2.590  -1.793  -0.006
H  4.148  -0.606  -1.583
H  0.430  1.379  -1.593
H  -1.863  -0.899  1.126
H  -1.952  3.911  3.224
H  -0.125  4.566  3.705
H  -2.377  1.014  -0.281
H  2.777  0.398  -2.080
H  -2.361  -2.526  1.165
H  1.497  -3.148  0.607
H  0.292  -4.091  -0.347
H  0.099  -3.916  1.323
H  -1.457  2.605  -0.929
H  3.483  0.590  -0.542
H  -1.174  -2.076  2.351
H  -0.901  4.712  2.010
H  -1.738  -0.703  -2.471
H  -0.859  -2.214  -0.827
H  -1.661  0.967  -2.902

Summary:
ΔE to the lowest compared entry with this formula, charge and spin (kJ/mol): 526.17
Frontier orbital gap (alpha / beta) (eV): 6.8789 / 6.8796
HOMO energy (alpha / beta) (Ha): -0.290 / -0.290
LUMO level (alpha / beta) (eV): -1.0 / -1.0
Charge: 0

Results of the natural (NBO) charge analysis, in e, for atoms 1 through 5: 1.907, -0.620, -0.673, -0.225, -0.607

Below is a 2-piece molecular cluster, C8H17ISi overall in a non-equilibrium geometry, with properties calculated with ωB97M-V/def2-TZVPD.

Atoms and positions in Å:
I  4.700  -0.453  -0.126
Si  2.890  1.223  0.199
C  3.388  2.429  1.565
C  2.476  1.968  -1.487
C  -3.688  -0.546  -1.383
C  -2.627  -0.601  -0.294
C  -2.083  -2.013  -0.092
C  0.586  -0.144  1.063
C  0.228  -1.290  0.551
C  -1.001  -2.051  0.990
H  -1.797  0.062  -0.553
H  0.105  0.399  1.855
H  -4.534  -1.180  -1.126
H  1.558  2.546  -1.446
H  -0.719  -3.088  1.189
H  4.041  3.211  1.179
H  -4.051  0.470  -1.515
H  3.271  2.623  -1.838
H  2.344  1.182  -2.224
H  -1.397  -1.620  1.914
H  0.786  -1.758  -0.249
H  -1.665  -2.379  -1.035
H  -3.057  -0.244  0.647
H  -3.281  -0.891  -2.332
H  -2.901  -2.679  0.192
H  2.513  2.907  1.996
H  3.913  1.914  2.363

Summary:
Frontier orbital gap (alpha / beta) (eV): 6.6111 / 7.4219
Spin multiplicity: 3
HOMO energy (alpha / beta) (Ha): -0.211 / -0.340
LUMO level (alpha / beta) (eV): 0.9 / -1.8
⟨S²⟩: 2.01
Charge: 0

Results of the natural (NBO) charge analysis, in e, for atoms 1 through 5: -0.291, 1.134, -1.155, -1.154, -0.599